[1]
86
Properties=species:S:1:pos:R:3:forces:R:3 method="wB97M-V/def2-TZVPD" multiplicity=2 de_lowest_ev=0.5295 s_squared=0.761 gap_ev="5.84 / 5.88" total_charge=-1
Cs 8.127202 -17.260790 -11.956088 -0.139 0.110 -0.168
S 10.619285 -19.521734 -13.934590 0.165 0.096 -0.469
Sb 11.329793 -18.919467 -11.818893 -0.429 -0.198 0.526
S 9.547030 -19.897517 -10.547517 0.530 0.202 0.159
S 11.553482 -16.632782 -11.414415 -0.212 -0.380 -0.113
O 8.355371 -17.932469 -15.394230 1.413 0.725 0.677
N 8.615878 -16.565908 -15.266356 -0.767 -0.023 -0.044
C 7.544163 -15.862766 -15.310932 -0.010 -0.884 -0.491
C 7.544981 -14.388219 -15.388016 0.606 0.395 -0.104
C 8.478049 -13.715408 -16.164599 0.627 -0.080 -0.823
C 8.371909 -12.346670 -16.394771 0.525 -0.029 -0.189
C 7.380383 -11.601433 -15.799548 -0.452 -0.010 -0.175
C 6.469173 -12.239757 -14.971473 0.757 -0.209 -0.314
C 6.569929 -13.615759 -14.753532 -0.419 0.471 0.480
P 5.628517 -14.421312 -13.432722 -0.144 -0.040 0.526
C 4.867003 -13.026321 -12.495433 -0.538 0.467 -0.063
C 3.612336 -12.444712 -12.810265 0.818 -0.711 0.950
C 2.957814 -11.595182 -11.939951 0.589 0.113 0.296
C 3.625003 -11.157832 -10.773905 -0.083 0.217 -0.855
C 4.925573 -11.581664 -10.556180 -0.057 -0.631 0.359
C 5.501484 -12.580032 -11.342557 -0.037 -0.024 -0.273
C 4.157227 -15.025529 -14.292742 -0.333 0.112 0.566
C 3.178951 -15.596855 -13.491340 -0.443 -0.466 -0.071
C 1.957402 -15.970551 -14.040516 -0.133 -0.340 0.817
C 1.744651 -15.800283 -15.402633 0.326 -0.579 -0.501
C 2.763346 -15.345349 -16.240308 -0.450 -0.281 -0.053
C 3.927582 -14.897591 -15.640293 1.050 0.415 -1.315
H 9.251924 -18.338262 -15.079997 -1.222 0.272 -0.292
H 6.578042 -16.369518 -15.486843 0.292 0.109 0.291
H 9.295267 -14.268557 -16.648989 -0.517 0.128 0.258
H 9.062250 -11.838749 -17.063958 0.081 -0.245 0.142
H 7.283062 -10.541595 -16.018066 0.039 -0.114 0.125
H 5.733547 -11.624760 -14.501116 -0.494 -0.025 0.428
H 3.077371 -12.805395 -13.648698 -0.371 -0.195 -0.887
H 1.948949 -11.325839 -12.233393 0.046 0.316 0.441
H 3.180773 -10.451430 -10.081659 -0.131 -0.087 -0.103
H 5.483035 -11.263782 -9.687115 -0.105 0.188 0.133
H 6.432687 -13.045689 -11.031608 0.030 0.191 -0.069
H 3.387503 -15.793827 -12.445982 -0.070 0.062 0.095
H 1.225284 -16.485291 -13.376848 0.430 0.600 -0.730
H 0.852659 -16.174574 -15.866173 -0.458 -0.061 0.001
H 2.663064 -15.434160 -17.343025 0.015 0.450 0.938
H 4.732675 -14.455873 -16.247601 -0.451 -0.269 0.130
Cl 3.795611 -19.096841 -11.751032 -0.150 -0.592 -0.811
C 2.338567 -18.668495 -10.945895 -1.146 0.737 0.644
C 1.052227 -18.976370 -11.419421 1.849 -0.856 -0.576
C -0.064367 -18.663299 -10.683065 -0.658 -0.065 -0.795
C 0.105581 -17.908017 -9.565880 0.041 0.592 1.568
C 1.356625 -17.531762 -9.093518 -0.072 -0.230 -0.121
C 2.496791 -17.941251 -9.759743 0.233 -0.168 -0.694
P 4.226820 -17.624333 -9.255349 -0.059 0.353 0.561
C 4.568337 -19.205556 -8.443440 -0.728 -1.225 0.011
C 3.562579 -20.031488 -7.871906 0.096 0.601 -0.415
C 3.853569 -21.294065 -7.400976 0.412 -0.224 -0.595
C 5.159976 -21.770065 -7.558077 -0.387 0.281 0.838
C 6.161977 -21.004182 -8.104598 0.039 0.074 0.276
C 5.835034 -19.739143 -8.574607 0.732 -0.001 0.319
C 3.813960 -16.510434 -7.875759 -0.089 0.860 -0.347
C 3.674066 -15.172626 -8.307366 0.047 0.592 2.010
C 3.424718 -14.166281 -7.333851 -0.477 -0.885 -1.091
C 3.116089 -14.531971 -6.017678 0.534 -0.669 -1.318
C 3.174634 -15.856866 -5.626909 0.148 -0.704 -0.798
C 3.554751 -16.846615 -6.550381 0.239 0.192 0.412
H 1.044617 -19.554083 -12.328035 -0.417 -0.105 -0.242
H -1.080562 -18.950088 -10.982089 0.599 0.022 -0.073
H -0.739251 -17.651112 -8.957871 -0.429 0.184 0.111
H 1.457800 -16.974730 -8.173236 -0.161 0.076 -0.009
H 2.542102 -19.671952 -7.877821 -0.071 0.026 0.204
H 3.098735 -21.977402 -7.003736 0.122 0.462 -0.028
H 5.381991 -22.699161 -7.098031 0.315 -0.931 0.008
H 7.203422 -21.338327 -8.096292 -0.415 0.031 -0.266
H 6.656330 -19.177518 -8.977395 0.153 0.459 -0.369
H 3.758631 -14.907192 -9.356591 0.250 -0.007 0.069
H 3.359575 -13.126571 -7.667965 0.016 -0.317 0.244
H 2.802510 -13.800174 -5.341275 -0.288 1.074 1.013
H 2.895546 -16.172043 -4.635339 0.046 0.126 0.258
H 3.668097 -17.882463 -6.210063 -0.109 0.391 -0.220
N 8.953060 -22.498589 -12.859432 -0.349 -0.492 -0.860
C 7.614648 -22.647505 -12.767144 -0.247 -0.175 0.453
O 6.875339 -23.044241 -13.656236 0.355 0.222 0.134
C 7.013279 -22.334785 -11.373923 0.799 -1.121 -0.406
I 6.382714 -24.137648 -10.403264 0.098 -0.287 -0.027
H 9.403854 -22.521141 -13.775072 -0.460 0.052 0.467
H 9.438113 -21.988804 -12.154966 0.289 0.647 0.587
H 6.088491 -21.852481 -11.486454 -1.042 0.914 -0.314
H 7.635961 -21.852928 -10.645155 0.467 0.331 -0.043



[2]
77
Properties=species:S:1:pos:R:3:forces:R:3 method="wB97M-V/def2-TZVPD" multiplicity=3 de_lowest_ev=0.0000 s_squared=2.039 gap_ev="6.22 / 3.84" total_charge=+2
Au 0.674283 0.529298 0.265809 -0.304 0.517 0.813
O -1.496450 -0.598967 5.267188 -0.052 0.194 -0.182
C -0.712821 -1.676532 5.109301 0.254 -0.227 -0.120
C -0.623885 -2.661176 6.093508 -0.031 0.054 -0.008
C 0.227287 -3.735909 5.940026 0.045 0.007 -0.036
C 1.034092 -3.848812 4.809739 0.029 -0.029 -0.017
C 0.972571 -2.873464 3.841187 0.069 -0.111 0.034
C 0.086927 -1.794554 3.949948 -0.201 0.247 0.185
C 0.052125 -0.849952 2.832178 0.136 0.050 -0.112
O 1.071214 -0.741733 2.097729 0.094 0.049 -0.324
N -1.111647 -0.170857 2.610885 -0.762 -0.162 0.605
N -1.122628 0.508505 1.525538 1.049 0.130 -0.670
C -2.106351 1.249555 1.104506 -0.504 0.060 0.177
C -1.951551 1.871234 -0.180901 0.402 -0.052 -0.025
C -3.102929 2.508478 -0.817892 -0.135 0.124 -0.079
C -3.011089 3.008447 -2.047640 0.014 0.009 -0.001
C -1.752995 2.926989 -2.850656 -0.051 -0.021 0.173
C -0.568319 2.269188 -2.100951 -0.052 0.097 -0.083
N -0.777697 1.855336 -0.745735 0.159 -0.180 -0.045
H -1.955602 -0.631229 6.111732 -0.016 -0.084 0.135
H -1.222282 -2.566099 6.992130 -0.020 0.006 -0.015
H 0.279737 -4.490364 6.713725 -0.035 0.011 0.012
H 1.697917 -4.694334 4.697890 0.022 0.021 0.004
H 1.604817 -2.930002 2.964363 -0.039 0.005 -0.006
H -3.014025 1.365294 1.685308 0.040 -0.092 0.028
H -4.019657 2.577469 -0.247620 0.013 0.005 0.004
H -3.861271 3.506352 -2.500411 -0.018 -0.024 0.028
H -1.521917 3.910750 -3.257072 0.021 -0.032 -0.070
H 0.344782 2.861525 -2.135067 -0.008 -0.032 -0.072
N 1.927919 -0.652253 -2.220718 -0.106 -0.334 0.284
P 2.661179 0.221590 -0.952628 0.125 -0.467 -0.177
C 3.836625 1.269879 -1.825336 -0.378 0.211 0.313
C 5.046390 0.727652 -2.255663 -0.032 -0.020 0.036
C 5.903359 1.508560 -3.013635 0.057 -0.024 -0.023
C 5.567109 2.820865 -3.320926 -0.002 -0.004 0.014
C 4.369686 3.363827 -2.875239 -0.040 0.046 0.002
C 3.500613 2.588311 -2.125457 0.010 -0.055 0.005
C 3.627261 -0.884886 0.086762 0.045 0.213 0.002
C 3.692603 -2.264374 -0.058986 -0.082 0.087 -0.077
C 4.399391 -3.009797 0.873811 0.027 -0.115 0.035
C 5.019734 -2.384753 1.945424 -0.005 0.008 0.003
C 4.950141 -1.004038 2.092801 -0.009 0.004 -0.003
C 4.250440 -0.253670 1.166860 -0.011 -0.047 -0.119
P 0.406562 -1.347922 -1.877545 -0.026 0.209 -1.257
C 0.364666 -2.792525 -2.991095 -0.101 0.082 0.362
C 0.484752 -2.606314 -4.371915 0.011 -0.026 0.030
C 0.480337 -3.709762 -5.206315 0.011 0.053 -0.077
C 0.337727 -4.987383 -4.675833 -0.008 0.001 0.041
C 0.207448 -5.168650 -3.307036 -0.009 -0.046 -0.013
C 0.219792 -4.070335 -2.459337 0.055 0.030 0.091
C -0.811381 -0.266229 -2.673207 0.495 -0.282 0.271
C -2.083923 -0.785061 -2.706183 -0.253 -0.035 -0.148
C -3.133111 -0.181957 -3.457584 0.035 -0.202 0.089
C -2.938779 1.002347 -4.082024 0.160 0.198 -0.083
C -1.686558 1.786684 -3.940175 -0.073 -0.059 0.039
C -0.519794 1.099919 -3.171958 -0.033 0.056 0.105
H 2.522717 -1.133315 -2.887947 -0.025 0.017 -0.090
H 5.319571 -0.286775 -1.989201 0.023 0.014 -0.007
H 6.842575 1.095718 -3.356309 0.002 0.008 0.012
H 6.250559 3.428885 -3.898254 -0.005 -0.008 -0.010
H 4.119874 4.391575 -3.102202 0.017 -0.002 0.006
H 2.572562 3.004459 -1.750660 0.021 0.049 -0.014
H 3.198848 -2.759164 -0.888527 0.028 -0.014 -0.002
H 4.471025 -4.083821 0.763020 -0.022 0.006 -0.004
H 5.558509 -2.975077 2.674391 0.020 -0.006 -0.021
H 5.436309 -0.518872 2.928033 -0.008 -0.004 0.004
H 4.176612 0.824705 1.272167 0.065 -0.025 0.083
H 0.589489 -1.610609 -4.788229 -0.017 -0.012 -0.021
H 0.578610 -3.573482 -6.275221 0.002 -0.012 0.008
H 0.324360 -5.843357 -5.337035 0.008 -0.001 0.006
H 0.095517 -6.163795 -2.898442 -0.001 0.008 0.000
H 0.120983 -4.203677 -1.388681 -0.005 -0.033 -0.008
H -2.278513 -1.741256 -2.228691 -0.013 0.009 -0.036
H -4.067636 -0.718373 -3.555073 -0.016 0.058 -0.021
H -3.724670 1.436318 -4.690184 -0.045 -0.043 0.036
H -1.382855 2.175331 -4.912401 -0.002 0.023 0.006
H 0.437540 1.111848 -3.696757 -0.007 -0.050 -0.008



Number 1: DFT total energy -4662.188838 hartree. Number 2: DFT total energy -2615.825476 hartree.